Molecular formula: C3H12O2S2
Method: DFT, ωB97M-V with the def2-TZVPD basis set

Values from the calculation:
total charge	-1
Kohn-Sham gap (alpha / beta)	2.439 / 6.603	eV
2S+1	2
LUMO (alpha / beta)	2.85 / 2.84	eV

XYZ file:
```
19
Properties=species:S:1:pos:R:3:forces:R:3
C -0.2104 0.2366 0.4081 -0.5 -1.5 0.2
C 1.1166 -0.5125 0.6817 -0.3 -0.5 -0.7
C -0.7605 0.2859 -0.9881 1.4 -2.0 -2.8
S -2.4370 0.9303 -1.2792 0.7 -0.7 -1.7
S -2.9447 1.7475 0.6384 -0.8 0.8 2.1
H -0.9974 -0.3655 0.9051 0.4 0.8 0.6
H -0.0676 1.2099 0.8575 -0.5 0.3 0.2
H 1.1495 -1.5989 0.4030 -0.4 0.8 0.0
H 1.1241 -0.5018 1.7849 1.0 0.2 -0.4
H 1.9644 -0.0277 0.1362 -0.4 -0.2 0.9
H 0.0070 0.6703 -1.7313 -0.8 0.3 0.8
H -0.8605 -0.8057 -1.3752 0.2 1.6 0.9
H -2.9846 3.0355 0.2925 0.1 0.2 0.0
H -2.8947 -3.2310 -1.0287 2.9 1.1 0.3
H -1.3076 -3.4797 -0.8662 0.4 -1.0 0.1
O -1.9577 -2.8014 -0.9452 -3.3 -0.2 -0.3
H 3.6252 2.0910 1.2608 -0.6 0.1 0.8
H 4.3483 1.1090 0.4050 0.3 -1.3 -0.1
O 4.0875 2.0084 0.4407 0.2 1.2 -0.6
```
Positions in Å, forces in eV/Å.


Molecular formula: C29H35N5O7SSc
Method: DFT, ωB97M-V with the def2-TZVPD basis set

Values from the calculation:
total charge	+1
Kohn-Sham gap	8.046	eV
2S+1	1
LUMO	-2.84	eV

XYZ file:
```
78
Properties=species:S:1:pos:R:3:forces:R:3
Sc 0.9127 0.1736 0.4170 -0.1 0.6 -0.9
O 2.7986 -3.2467 -0.0231 0.0 -0.1 0.1
C 2.4611 -2.3091 0.6512 -0.1 0.2 -0.1
O 2.4184 -1.0607 0.1896 0.4 -0.3 0.2
C 2.0084 -2.4413 2.1035 0.1 -0.3 0.0
C 2.2851 -1.1636 2.9007 0.1 0.2 0.0
C 2.1914 -1.3971 4.4013 0.1 0.0 0.0
C 0.6726 -1.5939 4.5932 -0.1 -0.1 0.0
C 0.1492 -1.3839 3.1785 -0.2 0.2 -0.1
O 1.0713 -0.3931 2.6333 0.1 -0.1 0.0
C 0.4471 -2.5882 2.2822 0.0 -0.3 0.0
C -0.3806 -2.4714 1.0062 0.0 0.2 -0.1
O -0.9708 -3.3925 0.5039 0.0 -0.1 0.1
O -0.4177 -1.2370 0.5249 -0.3 -0.4 0.0
H 2.5066 -3.3134 2.5256 0.0 0.0 0.0
H 3.1445 -0.5898 2.5599 0.0 -0.1 0.1
H 2.7871 -2.2518 4.7167 0.0 0.0 0.0
H 2.5436 -0.5179 4.9375 0.0 0.0 0.0
H 0.4120 -2.5857 4.9596 0.0 0.0 0.0
H 0.2570 -0.8573 5.2767 0.0 0.0 0.0
H -0.8617 -0.9892 3.1003 0.0 -0.1 0.0
H 0.2024 -3.5387 2.7532 0.0 0.0 0.0
N -1.0974 3.1278 -2.6494 -0.1 0.0 -0.1
C 0.0389 2.1285 -2.6525 -0.1 0.1 0.2
C 1.3774 2.7618 -2.9697 0.0 0.0 0.0
C 2.4657 1.7122 -2.7060 0.1 0.0 0.0
N 2.5445 1.4286 -1.2659 -0.1 -0.2 0.2
C 2.1798 0.4314 -3.4902 0.0 0.0 -0.1
C 0.7627 -0.1124 -3.3245 -0.1 -0.1 0.0
N 0.5596 -0.6277 -1.9634 0.1 -0.1 0.2
C -0.2609 0.9904 -3.6012 0.1 0.0 0.0
H -0.9307 3.8697 -1.9654 0.0 0.0 0.0
H -1.9484 2.6360 -2.3478 0.0 0.0 0.0
H -1.2620 3.5514 -3.5642 0.0 0.0 0.0
H 0.0212 1.7725 -1.6247 0.1 0.0 -0.2
H 1.5717 3.6534 -2.3694 0.0 0.0 0.0
H 1.4185 3.0687 -4.0202 0.0 0.0 0.0
H 3.4169 2.1209 -3.0680 -0.1 0.0 0.0
H 2.9112 2.2242 -0.7517 0.0 0.0 0.0
H 3.1945 0.6604 -1.1082 0.0 0.0 0.0
H 2.9092 -0.3356 -3.2221 0.0 0.0 0.0
H 2.3353 0.6429 -4.5516 0.0 0.0 0.0
H 0.6140 -0.9113 -4.0598 0.0 0.1 0.0
H 1.2009 -1.4035 -1.8007 0.0 0.0 0.0
H -0.3702 -1.0150 -1.8391 -0.1 0.0 0.0
H -1.2713 0.6106 -3.4535 -0.1 0.0 0.0
H -0.1717 1.3222 -4.6410 0.0 0.0 0.0
O 1.7858 1.9543 1.4000 0.0 0.1 0.2
S 0.5419 2.6928 1.7171 0.2 0.1 0.4
O 0.0243 2.5552 3.0471 0.0 0.0 -0.1
N -0.4091 2.1675 0.5578 -0.1 0.0 0.2
C -1.7760 2.5152 0.6268 0.1 -0.1 -0.1
C -2.2746 3.5696 1.3550 -0.2 0.1 0.0
C -3.6585 3.8394 1.4197 0.0 -0.1 0.0
C -4.5591 3.0451 0.7760 0.1 0.0 0.0
C -4.0895 1.9557 0.0050 -0.1 0.1 0.0
C -4.9729 1.0672 -0.6522 0.0 0.0 0.0
C -4.4735 0.0224 -1.3708 0.1 0.1 0.0
C -3.0727 -0.1012 -1.4725 0.0 0.0 -0.1
N -2.2170 0.7054 -0.8964 0.1 0.1 0.0
C -2.7032 1.7094 -0.1123 0.0 0.0 0.0
C 0.9319 4.4059 1.5202 0.0 0.0 -0.1
C 1.0172 5.2138 2.6422 0.0 0.1 0.0
C 1.3540 6.5519 2.4809 0.0 0.0 0.0
C 1.5950 7.0673 1.2172 0.0 0.0 0.0
C 1.5065 6.2486 0.0979 0.0 0.0 0.0
C 1.1754 4.9140 0.2533 0.0 0.0 0.0
H -1.6194 4.2015 1.9362 0.0 0.0 0.0
H -3.9926 4.6749 2.0190 0.0 0.0 0.0
H -5.6232 3.2229 0.8504 0.0 0.0 0.0
H -6.0403 1.2204 -0.5573 0.0 0.0 0.0
H -5.1164 -0.6915 -1.8636 0.0 0.0 0.0
H -2.6580 -0.9122 -2.0654 0.0 0.0 0.0
H 0.8174 4.8005 3.6198 0.0 0.0 0.0
H 1.4271 7.1922 3.3489 0.0 0.0 0.0
H 1.8540 8.1105 1.1006 0.0 0.0 0.0
H 1.7048 6.6530 -0.8853 0.0 0.0 0.0
H 1.1141 4.2469 -0.5959 0.0 0.0 0.0
```
Positions in Å, forces in eV/Å.


Molecular formula: C4H13NO2
Method: DFT, ωB97M-V with the def2-TZVPD basis set

Values from the calculation:
SMILES	C[C@H](N)CCO.O
total charge	0
Kohn-Sham gap	9.522	eV
2S+1	1
LUMO	0.67	eV

XYZ file:
```
20
Properties=species:S:1:pos:R:3:forces:R:3
C 1.8999 0.5722 -0.0442 -0.2 -0.3 -0.7
C 0.7455 -0.3191 -0.5203 -0.3 0.0 1.0
N -0.0879 0.3096 -1.5181 0.1 0.0 -0.5
C 0.0030 -0.8260 0.7404 0.4 -0.4 1.0
C -1.3321 -1.4694 0.5580 -1.3 -0.5 -2.8
O -1.2322 -2.6595 -0.2946 0.3 0.4 0.4
H 1.5228 1.5565 0.2305 0.2 0.1 -0.1
H 2.6239 0.6264 -0.8635 -0.1 0.4 0.2
H 2.3963 0.1258 0.8139 0.0 -0.1 0.1
H 1.2054 -1.1917 -0.9711 -0.1 -0.2 -0.3
H -0.7534 0.9917 -1.1713 0.3 0.1 0.2
H -0.6060 -0.3953 -2.0226 -0.1 0.0 -0.1
H 0.6696 -1.5737 1.1704 0.1 0.0 0.3
H -0.0881 -0.0330 1.4909 0.0 0.2 -0.1
H -2.0140 -1.7375 1.3578 0.6 0.3 0.9
H -1.9557 -0.8336 -0.0906 0.1 0.3 0.4
H -1.3505 -3.4147 0.2774 0.1 -0.4 0.0
O -0.3392 3.3004 0.0258 0.4 -0.4 -0.6
H -0.8723 4.0933 -0.0497 -0.2 -0.1 0.5
H -0.4347 2.8776 0.8808 -0.3 0.4 0.2
```
Positions in Å, forces in eV/Å.


Molecular formula: CH3Cl2OPS
Method: DFT, ωB97M-V with the def2-TZVPD basis set

Values from the calculation:
SMILES	COP(=S)(Cl)Cl
total charge	0
Kohn-Sham gap	7.550	eV
2S+1	1
LUMO	-1.15	eV

XYZ file:
```
9
Properties=species:S:1:pos:R:3:forces:R:3
C -1.3289 0.1800 0.1465 -1.0 0.2 -3.9
O -0.0676 0.8115 0.0811 0.7 0.2 0.6
P 1.3199 0.0183 -0.0732 -3.5 -4.3 1.2
S 0.7930 -2.4663 0.0880 1.1 3.6 -0.3
Cl 2.0288 0.7330 -1.7048 0.9 0.5 -1.7
Cl 2.3378 0.8703 1.3375 1.1 0.4 1.0
H -1.9804 0.2957 0.9591 -0.2 1.2 1.5
H -1.2509 -0.8401 -0.0020 0.8 -2.4 0.3
H -1.8517 0.3975 -0.8323 0.2 0.6 1.2
```
Positions in Å, forces in eV/Å.


Molecular formula: C25H39N4O2
Method: DFT, ωB97M-V with the def2-TZVPD basis set

Values from the calculation:
total charge	-1
Kohn-Sham gap	5.187	eV
2S+1	1
LUMO	2.25	eV

XYZ file:
```
70
Properties=species:S:1:pos:R:3:forces:R:3
C -1.7106 1.5003 3.2932 0.5 0.5 0.1
C -2.2646 2.6439 2.4447 -0.5 0.1 0.6
C -3.4910 2.2737 1.6156 0.1 -0.2 -0.3
C -3.2685 1.1150 0.6358 0.6 -0.3 0.0
C -1.9114 1.1513 -0.1118 -0.7 -0.3 0.2
C -2.0271 0.6537 -1.5504 0.5 0.0 0.2
C -0.7365 0.8314 -2.3896 -0.3 -0.1 0.3
C 0.1940 -0.3368 -2.1681 0.0 0.4 -0.4
C 0.1179 -1.4449 -2.9779 0.5 0.2 0.7
C 0.9512 -2.5552 -2.7208 0.2 0.0 -0.1
C 1.8326 -2.5416 -1.6732 -0.1 -0.2 -0.3
C 1.9667 -1.4063 -0.8435 0.1 -0.9 -0.3
N 2.8630 -1.4440 0.1918 -0.7 0.8 -0.2
C 2.8913 -0.3599 0.9151 1.2 -1.0 0.5
N 3.7743 -0.3256 2.0443 -1.1 0.8 -0.1
C 3.1982 -0.5636 3.1542 0.5 -0.1 0.1
C 3.8649 -0.1157 4.4312 -0.2 -0.3 0.0
C 1.8620 -1.2468 3.3079 -0.1 0.2 0.1
C 2.1142 0.8058 0.6457 0.0 0.3 -0.2
C 2.2336 2.0536 1.4984 -1.3 0.3 -0.2
C 2.8693 3.2484 0.7859 0.5 0.1 0.2
O 4.0030 3.5309 1.0558 0.7 -0.1 0.0
N 2.1722 4.0624 -0.1561 -0.6 -0.9 0.5
C 2.2177 3.5385 -1.5321 0.6 0.9 -0.2
C 0.8285 4.4148 0.2786 -0.2 0.4 -0.6
N 1.2567 0.8386 -0.3402 0.2 -0.5 0.1
C 1.1442 -0.2926 -1.1009 -0.2 0.3 -0.1
H -2.4847 0.9404 3.8152 -0.1 -0.1 -0.2
H -1.0764 1.9368 4.0686 0.1 -0.1 0.1
H -1.0670 0.8371 2.7166 -0.2 -0.2 -0.1
H -2.5825 3.4272 3.1393 0.0 0.1 0.0
H -1.4717 3.0992 1.8555 0.1 -0.1 -0.2
H -3.8515 3.1583 1.0859 0.0 0.1 0.0
H -4.2714 1.9609 2.3128 -0.2 0.2 0.0
H -4.0664 1.0191 -0.1017 -0.2 0.2 0.1
H -3.2949 0.1939 1.2224 -0.1 -0.1 -0.1
H -1.2581 0.4512 0.4035 0.4 0.3 0.1
H -1.4996 2.1552 -0.0426 0.2 0.0 -0.2
H -2.1830 -0.4238 -1.4817 -0.5 0.0 -0.2
H -2.8935 1.1157 -2.0266 0.0 0.0 -0.2
H -0.2439 1.7637 -2.1228 0.0 0.1 0.1
H -0.9971 0.8942 -3.4445 0.0 -0.1 -0.1
H -0.5724 -1.4961 -3.8074 -0.1 0.0 0.0
H 0.8532 -3.4183 -3.3699 -0.3 -0.1 0.1
H 2.4210 -3.4323 -1.5024 0.2 0.1 0.3
H 3.0908 0.0196 5.1858 0.0 0.0 0.1
H 4.3798 0.8289 4.2898 0.2 -0.1 -0.1
H 4.5500 -0.8794 4.8001 0.1 0.0 0.0
H 1.0463 -0.5579 3.0751 -0.1 0.0 -0.1
H 1.7150 -1.5646 4.3377 0.0 0.0 0.1
H 1.7777 -2.1130 2.6589 0.0 0.0 -0.2
H 1.1991 2.3209 1.7412 0.0 0.0 0.0
H 2.7399 1.8829 2.4367 0.4 0.0 -0.1
H 2.7528 2.5976 -1.5997 -0.1 -0.2 0.0
H 1.2149 3.4453 -1.9382 -0.1 -0.3 0.0
H 2.7575 4.2492 -2.1631 0.0 0.0 -0.1
H 0.5677 5.3637 -0.1966 0.0 0.1 0.0
H 0.0656 3.6964 -0.0381 0.0 -0.2 0.2
H 0.7738 4.5921 1.3503 0.1 -0.1 0.1
C -1.7210 -5.5472 -2.1045 -0.6 0.1 0.4
C -2.0091 -4.6834 -3.3527 0.7 -1.1 -0.5
C -3.0393 -5.4349 -4.2237 -0.7 0.1 0.3
O -0.8654 -4.4910 -4.0532 -0.1 0.7 0.1
H -1.2949 -6.5121 -2.3901 0.1 0.1 -0.2
H -1.0157 -5.0396 -1.4412 0.1 0.0 -0.1
H -2.6383 -5.7435 -1.5240 0.1 0.0 0.0
H -2.5421 -3.7693 -2.9725 0.2 0.2 -0.1
H -2.6405 -6.3974 -4.5529 0.2 0.1 0.0
H -3.2961 -4.8461 -5.1073 0.1 0.0 0.0
H -3.9743 -5.6294 -3.6714 0.0 0.0 -0.1
```
Positions in Å, forces in eV/Å.


Molecular formula: C29H21ClF3I2N7O5Ru
Method: DFT, ωB97M-V with the def2-TZVPD basis set

Values from the calculation:
total charge	-1
Kohn-Sham gap (alpha / beta)	7.416 / 6.670	eV
2S+1	6
LUMO (alpha / beta)	1.97 / 1.19	eV

XYZ file:
```
69
Properties=species:S:1:pos:R:3:forces:R:3
Ru -0.2231 0.0582 -0.7136 -0.4 -0.4 -0.1
Cl -0.4861 -2.7515 -7.1614 0.0 0.0 0.0
C -0.7504 -1.7582 -5.7490 0.1 0.0 0.0
C -1.9539 -1.1438 -5.5698 0.0 0.0 0.0
C -2.1946 -0.3263 -4.4482 -0.1 -0.1 -0.2
I -4.0503 0.5785 -4.2122 0.0 0.0 0.0
C -1.2339 -0.1187 -3.4812 0.1 0.1 0.1
O -1.3737 0.6330 -2.4396 -0.1 0.1 0.0
C 0.0242 -0.7897 -3.6832 0.1 0.1 0.1
N 0.9387 -0.5763 -2.7086 -0.1 -0.2 0.0
C 2.1281 -1.1101 -2.8069 0.1 0.0 -0.1
C 2.4978 -1.9154 -3.8994 0.0 0.0 0.1
C 1.5797 -2.1682 -4.8806 0.0 0.0 0.0
C 0.2927 -1.5958 -4.8012 0.0 0.0 -0.1
H -2.7376 -1.2861 -6.3014 0.0 0.0 0.0
H 2.8225 -0.9112 -1.9980 0.0 0.0 0.0
H 3.4918 -2.3387 -3.9388 0.0 0.0 0.0
H 1.8260 -2.8023 -5.7218 0.0 0.0 0.0
I 6.9449 -4.5545 2.0602 0.1 0.0 0.0
C 5.1628 -3.5657 1.6020 0.0 0.0 0.0
C 4.2009 -4.2217 0.8466 0.0 0.0 0.0
C 3.0268 -3.5569 0.5318 0.0 0.0 0.0
C 2.8137 -2.2601 0.9833 -0.1 -0.2 0.0
C 3.7817 -1.6192 1.7452 0.0 0.0 0.1
C 4.9683 -2.2688 2.0520 0.0 0.0 0.0
C 1.5530 -1.5405 0.6235 0.1 0.2 0.1
O 0.8463 -1.9675 -0.3250 0.2 0.0 -0.1
O 1.2862 -0.4718 1.2260 0.1 0.1 0.0
H 4.3681 -5.2335 0.5047 0.0 0.0 0.0
H 2.2677 -4.0331 -0.0742 0.0 0.0 0.0
H 3.6060 -0.6114 2.0962 0.0 0.0 0.0
H 5.7264 -1.7659 2.6350 0.0 0.0 0.0
C -2.2543 1.4545 4.2297 0.0 0.0 0.0
C -0.8839 0.9578 3.8151 0.0 0.0 0.0
N -0.7196 1.0938 2.3827 0.0 -0.2 0.1
C -1.4889 1.8340 1.5699 0.0 0.1 0.1
N -1.3342 1.7100 0.2643 -0.1 0.1 0.1
C -2.0398 2.6465 -0.6089 0.1 0.0 0.0
C -2.2989 3.9665 0.0896 0.0 0.1 -0.1
C -3.0709 3.6934 1.3580 0.0 0.1 0.0
N -2.3718 2.6929 2.1447 0.0 -0.1 0.0
C -2.4693 2.8103 3.5887 0.0 0.0 0.0
H -2.3225 1.5295 5.3154 0.0 0.0 0.0
H -3.0226 0.7610 3.8806 0.0 0.0 0.0
H -0.7500 -0.0949 4.0693 0.0 0.0 0.0
H -0.1064 1.5307 4.3332 0.0 0.0 0.0
H -0.1413 0.3852 1.9384 0.0 0.2 0.1
H -2.9769 2.2004 -0.9605 0.0 0.0 0.0
H -1.4289 2.7984 -1.4961 0.0 0.0 0.0
H -2.8640 4.6390 -0.5581 0.0 0.0 0.0
H -1.3498 4.4461 0.3421 0.0 0.0 0.0
H -4.0870 3.3500 1.1261 0.0 0.0 0.0
H -3.1532 4.5945 1.9714 0.0 0.0 0.0
H -3.4650 3.1991 3.8151 0.0 0.0 0.0
H -1.7293 3.5328 3.9547 0.0 0.0 0.0
N 1.4521 1.6897 -0.7833 0.1 0.1 -0.1
C 1.7654 2.2319 0.1983 0.0 -0.1 -0.1
C 2.1088 2.8625 1.3810 0.0 0.0 0.1
C 3.2529 2.4248 2.0856 0.0 0.1 0.0
N 4.1942 2.0671 2.6501 0.0 -0.1 0.0
C 1.1990 3.7781 1.9550 0.1 0.0 -0.1
N 0.4427 4.5257 2.4069 -0.1 0.0 0.1
F -4.3720 -2.5748 -0.1066 0.1 0.0 0.0
C -3.1652 -2.8811 0.4068 -0.1 -0.2 0.0
F -2.8545 -4.1203 -0.0136 0.0 0.1 0.0
F -3.3090 -2.9401 1.7386 0.0 0.0 0.0
C -2.1025 -1.8546 -0.0479 0.1 0.0 -0.1
O -1.8376 -1.8307 -1.2550 0.0 -0.1 0.0
O -1.5966 -1.1164 0.8264 -0.1 0.0 0.1
```
Positions in Å, forces in eV/Å.